[1]
DFT (wB97M-V/def2-TZVPD) results for an isolated molecule of C3H2ClFOS in a non-equilibrium geometry.

Summary:
* structure (SMILES): OC(=S)/C(Cl)=C\F
* gap between HOMO and LUMO: 8.3 eV
* LUMO energy: -0.66 eV
* HOMO: -0.331 Eh

Geometry (Å):
O1 0.09817 -1.83000 0.14809
C1 0.58325 -0.63230 -0.02193
S1 2.23852 -0.33084 -0.06943
C2 -0.46224 0.35434 -0.11485
Cl1 -0.23216 2.11830 0.07297
C3 -1.77557 -0.14892 -0.10910
F1 -2.32417 -1.29172 -0.04329
H1 0.85775 -2.49838 0.51560
H2 -2.66798 0.60751 0.03503

Mulliken atomic charge list, values in e, 2 entries: O -0.482; C 0.413



[2]
DFT (wB97M-V/def2-TZVPD) results for C4H10F6Li2N3O14S6 as an isolated structure in a non-equilibrium geometry.

Summary:
* charge: -1
* gap between HOMO and LUMO: 8.4 eV
* LUMO energy: 1.35 eV
* HOMO: -0.260 Eh

Geometry (Å):
Li1 -3.03441 -1.32322 1.38660
Li2 -1.04902 -0.47323 0.06507
N1 1.00343 -2.10506 -3.56296
S1 -0.23823 -2.50473 -2.45779
O1 -0.58354 -1.50888 -1.47719
O2 -0.33875 -3.88828 -2.16573
F1 -1.43815 -2.28129 -3.50433
S2 2.16546 -2.36770 -2.53344
O3 2.54267 -3.75285 -2.24965
O4 2.31064 -1.37691 -1.50725
F2 3.39869 -1.97455 -3.51836
N2 -1.10141 -1.48413 1.72884
S3 -0.47162 -3.11899 1.54373
O5 -0.80349 -4.05376 2.58044
O6 0.73171 -3.26657 0.77625
F3 -1.58658 -3.49587 0.47631
S4 -0.24434 -1.17969 2.99805
O7 1.16582 -1.45569 2.98679
O8 -0.96663 -1.55003 4.19167
F4 -0.32422 0.40592 2.93789
N3 -2.97810 -0.06794 -0.14883
S5 -3.25948 1.62008 0.01426
O9 -4.59874 2.01304 0.36022
O10 -2.46996 2.52978 -0.73888
F5 -2.51393 1.59120 1.41825
S6 -3.87016 -0.27731 -1.40329
O11 -3.30100 0.23010 -2.61452
O12 -5.29096 -0.25573 -1.20922
F6 -3.66793 -1.87447 -1.51347
C1 3.42774 4.02772 1.11805
O13 2.57446 3.09695 0.44239
C2 2.09150 2.10848 1.34779
C3 1.73479 0.85212 0.53122
O14 0.49297 0.84435 -0.14339
C4 0.38573 1.93090 -1.07436
H1 2.81763 4.44532 1.92092
H2 3.84256 4.78040 0.44925
H3 4.32080 3.48531 1.44805
H4 1.12541 2.47585 1.73240
H5 2.71897 1.93371 2.22217
H6 1.74713 0.02061 1.23693
H7 2.56323 0.65936 -0.15570
H8 0.17726 2.83995 -0.51470
H9 -0.47485 1.74516 -1.71177
H10 1.26694 2.00057 -1.70871

Mulliken atomic charge list, values in e, 2 entries: Li 0.806; Li 1.453



[3]
DFT (wB97M-V/def2-TZVPD) results for C5H12NS as an isolated structure in a non-equilibrium geometry.

Summary:
* charge: +1
* gap between HOMO and LUMO: 9.2 eV
* LUMO energy: -4.29 eV
* HOMO: -0.497 Eh

Geometry (Å):
C1 1.17544 -1.47345 -0.98883
C2 -1.73662 -0.36376 -0.21860
C3 -0.31256 1.03776 -1.78150
C4 0.81882 0.34242 2.58998
C5 -0.56879 0.52607 -0.40592
N1 0.90360 -0.67627 -0.01784
S1 1.91226 -0.46699 1.34926
H1 2.10779 -2.06066 -0.96170
H2 0.55330 -1.45311 -1.86158
H3 -2.67919 0.15017 -0.51533
H4 -1.70156 -1.23953 -0.90273
H5 -1.77915 -0.80658 0.77609
H6 -1.12684 0.86697 -2.49552
H7 0.66442 0.65281 -1.98891
H8 -0.12315 2.18732 -1.73119
H9 1.52909 0.44590 3.44970
H10 0.11953 -0.38388 2.85442
H11 0.56352 1.46894 2.48987
H12 -0.31993 1.24587 0.36032

Mulliken atomic charge list, values in e, 2 entries: C -0.354; C -1.066



[4]
DFT (wB97M-V/def2-TZVPD) results for C17H15MnN5O5S2 as an isolated structure.

Summary:
* ⟨S²⟩: 6.066
* charge: -1
* 2S+1: 5
* gap between HOMO and LUMO (alpha / beta): 6.9 / 7.7 eV
* LUMO energy (alpha / beta): 2.10 / 2.68 eV
* HOMO (alpha / beta): -0.178 / -0.185 Eh

Geometry (Å):
Mn1 0.45533 -0.52238 -0.83771
N1 -2.60242 2.44572 -0.50081
C1 -1.41992 1.75953 -0.55318
S1 -1.15547 0.75237 -1.96105
N2 -0.56818 1.92844 0.40224
N3 0.56811 1.16912 0.22585
C2 1.64539 1.58156 0.79641
C3 2.94903 1.04909 0.54287
C4 4.00070 1.42615 1.39602
C5 5.29746 1.05187 1.15024
C6 5.57510 0.30379 -0.00193
C7 4.58238 -0.05931 -0.87323
C8 3.22033 0.27377 -0.63532
O1 2.31264 -0.07641 -1.47080
H1 -3.09464 2.55118 -1.37072
H2 -2.61578 3.23422 0.12650
H3 1.55253 2.43555 1.46446
H4 3.76469 2.02403 2.27053
H5 6.09215 1.33163 1.82943
H6 6.59665 0.00624 -0.21055
H7 4.79520 -0.64406 -1.75818
N4 -0.13778 -0.73519 2.83476
C9 -1.37326 -1.26687 3.10771
C10 -1.82757 -1.44107 4.40167
C11 -3.08520 -1.99594 4.67443
C12 -3.90328 -2.40687 3.66115
C13 -3.48225 -2.24333 2.32182
C14 -4.27876 -2.67160 1.23765
C15 -3.82879 -2.49265 -0.03326
C16 -2.59312 -1.84229 -0.22847
N5 -1.83073 -1.41029 0.74410
C17 -2.23462 -1.64435 2.02314
H8 0.30611 -1.11594 2.00157
H9 0.48551 -0.73384 3.62734
H10 -1.17793 -1.16024 5.22313
H11 -3.39122 -2.11950 5.70647
H12 -4.86650 -2.86180 3.85805
H13 -5.23315 -3.14376 1.44164
H14 -4.39475 -2.82274 -0.89385
H15 -2.23671 -1.67682 -1.23585
O2 2.28649 -3.57569 -0.78085
S2 1.03357 -3.02030 -0.35708
O3 0.10127 -3.93404 0.24734
O4 1.24727 -1.78230 0.52622
O5 0.34353 -2.27098 -1.53992

Mulliken atomic charge list, values in e, 2 entries: Mn 0.964; N -0.486



[5]
DFT (wB97M-V/def2-TZVPD) results for C3H5N2O3S as an isolated structure in a non-equilibrium geometry.

Summary:
* charge: +1
* gap between HOMO and LUMO (alpha / beta): 6.7 / 7.7 eV
* LUMO energy (alpha / beta): -5.15 / -4.53 eV
* HOMO (alpha / beta): -0.435 / -0.451 Eh

Geometry (Å):
C1 0.49212 -1.15881 -0.13466
C2 1.53890 -0.30053 0.04892
C3 -1.12222 0.45412 -0.07730
N1 2.83393 -0.40566 0.03853
N2 -2.59579 0.54846 -0.02170
O1 3.57733 -1.31738 0.01336
O2 3.18615 0.94977 0.07841
O3 -0.71257 -0.77793 -0.24664
S1 1.64690 1.48803 0.00573
H1 0.53655 -2.26830 -0.10366
H2 -0.61387 1.16130 0.66248
H3 -3.21403 0.78243 0.79288
H4 -2.81036 -0.40016 -0.31512
H5 -2.74304 1.24466 -0.74122

Mulliken atomic charge list, values in e, 2 entries: C -0.035; C 0.086



[6]
DFT (wB97M-V/def2-TZVPD) results for C4H10BrNS as an isolated structure in a non-equilibrium geometry.

Summary:
* ⟨S²⟩: 2.012
* 2S+1: 3
* gap between HOMO and LUMO (alpha / beta): 7.1 / 6.1 eV
* LUMO energy (alpha / beta): -0.25 / -2.58 eV
* HOMO (alpha / beta): -0.269 / -0.319 Eh

Geometry (Å):
C1 -2.25856 -0.24213 -0.61850
C2 1.86138 -0.77000 1.28666
C3 -1.10603 0.79504 -0.55869
C4 0.52852 -0.07896 0.86549
N1 0.13617 0.04112 -0.48335
S1 1.67807 1.53745 -1.32221
Br1 2.04706 0.24082 -2.96337
H1 -2.04088 -1.05321 0.19667
H2 -3.13109 0.24476 -0.55025
H3 -2.23462 -0.82526 -1.60709
H4 1.79795 -1.73808 1.80827
H5 2.43841 -0.93813 0.30403
H6 2.46384 -0.09512 1.90586
H7 -1.11598 1.27102 -1.43973
H8 -1.47630 1.46016 0.34156
H9 -0.16269 -0.73762 1.32755
H10 0.57475 0.88813 1.50710

Mulliken atomic charge list, values in e, 2 entries: C -1.075; C -0.872



[7]
DFT (wB97M-V/def2-TZVPD) results for an isolated molecule of C12H10F3N3O2S in a non-equilibrium geometry.

Summary:
* structure (SMILES): O=C1CC[C@H]([C@H](O)C(F)(F)F)N1c1ccc2nnsc2c1
* gap between HOMO and LUMO: 9.1 eV
* LUMO energy: -0.20 eV
* HOMO: -0.342 Eh

Geometry (Å):
O1 0.45855 1.06281 2.91368
C1 0.41265 0.06131 2.22814
C2 0.18487 -1.29241 2.87780
C3 -0.42804 -2.09274 1.73641
C4 0.01800 -1.43068 0.44545
C5 1.17735 -2.19148 -0.26004
O2 2.36762 -2.00575 0.51888
C6 1.26302 -1.91658 -1.76876
F1 0.03934 -2.16688 -2.34593
F2 1.61040 -0.62156 -1.92563
F3 2.18924 -2.73303 -2.31065
N1 0.32181 -0.03355 0.80182
C7 -0.16262 1.07633 0.07843
C8 0.69253 2.09581 -0.33046
C9 0.25419 3.09454 -1.22447
C10 -1.08369 3.11966 -1.62322
N2 -1.63767 4.00616 -2.53026
N3 -2.88396 3.82732 -2.71794
S1 -3.56233 2.47158 -1.91986
C11 -1.96503 2.15600 -1.17682
C12 -1.50802 1.12088 -0.33498
H1 -0.47656 -1.20700 3.74406
H2 1.11584 -1.70412 3.19375
H3 -1.50570 -2.00328 1.76771
H4 -0.16543 -3.17046 1.80826
H5 -0.83027 -1.46932 -0.21358
H6 0.93265 -3.26294 -0.19128
H7 2.67766 -1.07091 0.49816
H8 1.74461 2.10103 -0.07285
H9 0.92490 3.86821 -1.58649
H10 -2.17591 0.31105 -0.07935

Mulliken atomic charge list, values in e, 2 entries: O -0.611; C 0.355



[8]
DFT (wB97M-V/def2-TZVPD) results for a 2-piece molecular cluster, C10H16S overall in a non-equilibrium geometry.

Summary:
* structure (SMILES): Cc1ccccc1.CCSC
* gap between HOMO and LUMO: 9.1 eV
* LUMO energy: 0.79 eV
* HOMO: -0.307 Eh

Geometry (Å):
C1 -2.24233 0.47421 1.33018
C2 -2.14193 0.11204 -0.02482
C3 -2.14822 1.03562 -1.03302
C4 -1.68802 0.69279 -2.36780
C5 -1.41277 -0.57355 -2.72343
C6 -1.94981 -1.59499 -1.85423
C7 -2.14298 -1.20609 -0.51922
H1 -3.23922 0.22899 1.80558
H2 -1.95557 1.57438 1.61099
H3 -1.58668 -0.07282 2.04854
H4 -2.43713 2.04525 -0.98595
H5 -1.77593 1.69493 -2.97624
H6 -1.03191 -0.96243 -3.66805
H7 -2.15052 -2.59744 -2.35574
H8 -2.27874 -1.91459 0.37167
C8 3.22020 1.29604 -0.58789
C9 2.35924 0.84909 0.70571
S1 3.22101 -0.50852 1.51911
C10 2.02629 -1.56166 2.55003
H9 2.95490 2.34489 -1.02595
H10 3.08424 0.51815 -1.48819
H11 4.23894 1.16940 -0.42139
H12 2.29646 1.61055 1.42807
H13 1.28478 0.85587 0.45771
H14 2.59577 -2.12451 3.29032
H15 1.26281 -1.15791 3.10635
H16 1.63713 -2.22768 1.80765

Mulliken atomic charge list, values in e, 2 entries: C -1.327; C 0.632